(1)
C25H30AuF3N2O8S2Si | the ωB97M-V functional and the def2-TZVPD basis

Last column: Löwdin charge in e.
Atoms and positions in Å:
1 Au 0.889 0.941 -0.527  0.89
2 C -2.370 3.813 -2.130  -0.15
3 Si -1.633 2.067 -2.323  0.50
4 C -0.011 2.150 -3.312  -0.18
5 C -2.871 0.899 -3.210  -0.15
6 N -1.213 1.183 -0.860  -0.05
7 C -1.976 0.965 0.204  -0.27
8 C -3.284 1.498 0.341  0.01
9 C -4.057 1.270 1.450  -0.05
10 C -3.579 0.483 2.495  -0.03
11 C -2.317 -0.074 2.403  0.01
12 C -1.517 0.152 1.296  -0.18
13 O -0.292 -0.442 1.190  -0.07
14 C 0.444 -0.704 2.333  -0.27
15 C 1.135 -1.908 2.395  -0.01
16 C 1.911 -2.197 3.503  -0.07
17 C 2.003 -1.288 4.543  -0.08
18 C 1.344 -0.072 4.458  -0.06
19 C 0.560 0.226 3.360  -0.03
20 H -2.445 4.312 -3.092  0.04
21 H -1.716 4.396 -1.490  0.00
22 H -3.357 3.821 -1.680  0.02
23 H -0.157 2.676 -4.250  0.03
24 H 0.370 1.161 -3.547  0.01
25 H 0.748 2.685 -2.750  0.01
26 H -2.981 1.185 -4.250  0.03
27 H -3.851 0.932 -2.747  0.02
28 H -2.524 -0.129 -3.179  0.02
29 H -3.668 2.100 -0.463  0.09
30 H -5.044 1.701 1.515  0.11
31 H -4.181 0.303 3.371  0.12
32 H -1.942 -0.694 3.204  0.13
33 H 1.045 -2.620 1.588  0.11
34 H 2.437 -3.138 3.552  0.11
35 H 2.592 -1.523 5.415  0.10
36 H 1.440 0.656 5.249  0.11
37 H 0.062 1.178 3.260  0.11
38 C 3.600 1.397 1.635  -0.01
39 C 3.769 0.236 0.737  -0.44
40 C 5.037 -0.545 0.876  0.01
41 O 2.939 -0.090 -0.101  -0.03
42 H 4.305 1.409 2.461  0.10
43 H 2.572 1.460 1.990  0.06
44 H 3.751 2.288 1.023  0.10
45 H 5.896 0.122 0.828  0.10
46 H 5.115 -1.303 0.102  0.09
47 H 5.047 -1.024 1.854  0.10
48 N 0.929 -1.426 -1.485  0.14
49 C 0.084 -2.481 -1.837  -0.26
50 C -0.709 -3.106 -0.872  0.01
51 C -1.471 -4.213 -1.200  -0.01
52 C -1.456 -4.652 -2.502  -0.21
53 C -0.687 -4.070 -3.479  -0.02
54 C 0.061 -2.951 -3.153  0.01
55 S -2.330 -6.209 -2.928  0.42
56 O -1.207 -7.072 -2.582  -0.30
57 O -3.457 -6.248 -2.029  -0.33
58 O -2.618 -6.078 -4.333  -0.33
59 H 1.628 -1.220 -2.186  0.11
60 H 1.342 -1.533 -0.570  0.06
61 H -0.721 -2.715 0.133  0.10
62 H -2.079 -4.721 -0.471  0.13
63 H -0.697 -4.489 -4.471  0.13
64 H 0.648 -2.457 -3.914  0.12
65 F 1.033 5.424 2.531  0.14
66 C 1.787 4.815 1.622  -0.66
67 F 2.282 5.736 0.800  0.14
68 F 2.820 4.258 2.269  0.12
69 S 0.806 3.562 0.624  0.48
70 O -0.280 4.318 0.093  -0.27
71 O 1.805 3.099 -0.345  -0.37
72 O 0.464 2.514 1.568  -0.34

Results
expectation value of S² = 2.061
energy = -3203.17619 a.u.
LUMO level (alpha / beta) = -0.1554 / -3.7254 eV
multiplicity = 3
HOMO (alpha / beta) = -0.3219 / -0.3100 Eh
relative energy (zero: lowest compared OMol25 entry of this formula, charge and spin) = 0.280 eV
M = 832.70 g mol⁻¹
orbital gap (alpha / beta) = 8.61 / 4.71 eV

(2)
C25H30B2BrF4N6O10ReS2 | the ωB97M-V functional and the def2-TZVPD basis

Last column: Löwdin charge in e.
Atoms and positions in Å:
1 Re -0.144 -0.446 -0.061  1.59
2 C 2.989 2.030 -1.674  0.03
3 C 1.953 0.994 -1.408  -0.21
4 N 1.067 1.102 -0.449  -0.13
5 O 1.156 2.128 0.396  0.05
6 B -0.119 2.428 1.219  -1.05
7 F -1.156 2.483 0.309  0.16
8 F 0.106 3.564 1.904  0.23
9 O -0.416 1.334 2.240  0.07
10 N -0.864 0.175 1.722  -0.12
11 C -1.595 -0.644 2.469  -0.25
12 C -2.018 -0.270 3.848  0.03
13 C -1.917 -1.882 1.865  -0.30
14 N -1.438 -2.056 0.566  -0.33
15 O -1.877 -2.419 -1.808  -0.20
16 B -1.608 -2.729 -3.131  -0.90
17 F -1.522 -4.007 -3.475  0.29
18 F -1.685 -1.810 -4.055  0.33
19 O 0.750 -2.259 -2.507  -0.22
20 N 0.900 -1.031 -1.772  -0.06
21 C 1.885 -0.259 -2.146  -0.20
22 C 2.916 -0.621 -3.153  0.04
23 C -2.690 -2.950 2.570  -0.03
24 H 2.735 2.942 -1.140  0.10
25 H 3.054 2.250 -2.739  0.10
26 H 3.970 1.687 -1.338  0.11
27 H -1.930 0.807 3.964  0.10
28 H -1.375 -0.741 4.595  0.10
29 H -3.044 -0.578 4.039  0.09
30 H 2.796 -1.651 -3.472  0.09
31 H 3.905 -0.487 -2.714  0.11
32 H 2.858 0.030 -4.027  0.12
33 H -3.694 -2.600 2.811  0.09
34 H -2.204 -3.215 3.512  0.08
35 H -2.780 -3.843 1.954  0.07
36 O 1.209 -4.656 -2.598  -0.15
37 S 1.156 -3.594 -1.683  0.57
38 O 2.272 -3.244 -0.889  -0.19
39 O -0.105 -3.780 -0.728  -0.44
40 S -1.730 -3.230 -0.455  1.06
41 C 1.344 -7.494 1.922  -0.06
42 C 1.929 -6.712 3.092  -0.19
43 N 1.671 -5.272 2.967  -0.05
44 C 0.361 -4.811 3.413  -0.20
45 C 0.411 -4.029 4.723  -0.05
46 C 2.678 -4.501 2.497  -0.40
47 O 3.765 -4.950 2.166  0.09
48 C 2.515 -3.009 2.329  -0.08
49 C 3.647 -2.235 2.563  0.05
50 C 3.626 -0.898 2.211  0.01
51 C 2.526 -0.393 1.549  -0.07
52 N 1.453 -1.145 1.250  -0.03
53 C 1.449 -2.413 1.686  -0.08
54 H 1.605 -8.546 2.019  0.08
55 H 1.750 -7.120 0.982  0.08
56 H 0.256 -7.411 1.892  0.07
57 H 3.005 -6.847 3.121  0.12
58 H 1.507 -7.051 4.040  0.13
59 H -0.244 -5.705 3.558  0.12
60 H -0.132 -4.222 2.636  0.08
61 H 0.962 -4.595 5.474  0.09
62 H -0.598 -3.865 5.104  0.07
63 H 0.898 -3.063 4.593  0.07
64 H 4.524 -2.694 2.997  0.14
65 H 4.472 -0.252 2.395  0.12
66 H 2.501 0.651 1.274  0.11
67 H 0.568 -2.983 1.465  0.08
68 Br -4.503 -2.741 -0.473  0.96
69 C -4.609 -1.036 0.423  -0.52
70 C -5.476 -0.959 1.500  -0.13
71 C -5.522 0.211 2.240  -0.06
72 C -4.700 1.274 1.900  -0.05
73 C -3.861 1.190 0.798  0.00
74 C -3.807 0.030 0.034  -0.16
75 C -2.983 -0.016 -1.254  -0.58
76 O -3.573 -0.283 -2.275  0.11
77 O -1.710 0.249 -1.160  -0.15
78 H -6.111 -1.804 1.734  0.11
79 H -6.197 0.276 3.084  0.12
80 H -4.721 2.184 2.485  0.12
81 H -3.250 2.034 0.515  0.12

Results
expectation value of S² = 3.795
energy = -5949.41519 a.u.
LUMO level (alpha / beta) = -4.3285 / -5.1815 eV
multiplicity = 4
HOMO (alpha / beta) = -0.3887 / -0.4305 Eh
relative energy (zero: lowest compared OMol25 entry of this formula, charge and spin) = 1.642 eV
M = 1002.41 g mol⁻¹
orbital gap (alpha / beta) = 6.25 / 6.53 eV
net charge = +1